Computed, not measured: a structure of composition C37H41Cl2N3P2Si2V in a non-equilibrium geometry, with ωB97M-V/def2-TZVPD.

Structure (XYZ):
```
88
Properties=species:S:1:pos:R:3:forces:R:3
V -0.190 0.014 1.088 0.6 -0.7 -0.3
C -0.846 -3.533 2.673 0.1 -0.1 0.2
Si -1.670 -3.006 1.112 0.3 0.4 0.1
C -1.720 -4.408 -0.092 0.0 -0.2 -0.2
C -3.344 -2.298 1.429 -0.3 0.1 0.0
N -0.728 -1.614 0.440 0.0 -0.6 -0.5
P 0.580 -1.606 -0.614 0.4 -0.4 0.2
C 1.435 -0.144 -0.160 -1.5 0.1 0.2
P 0.755 1.354 -0.748 0.4 0.5 -0.1
N -0.635 1.555 0.148 0.0 0.6 -0.7
Si -2.034 2.661 0.333 0.3 -0.3 0.1
C -2.056 4.033 -0.903 0.0 0.2 -0.2
C -1.974 3.276 2.070 0.0 0.2 0.3
C -3.521 1.583 0.112 -0.2 -0.1 0.0
C 0.428 1.464 -2.513 0.0 0.0 -0.1
C -0.863 1.374 -3.019 0.0 -0.1 0.0
C -1.085 1.488 -4.386 0.0 0.0 0.0
C -0.015 1.684 -5.247 0.0 0.0 0.0
C 1.280 1.758 -4.746 0.0 0.0 0.0
C 1.504 1.649 -3.384 0.0 0.1 0.0
C 1.952 2.651 -0.394 0.1 0.0 0.1
C 3.311 2.351 -0.478 0.0 0.0 0.0
C 4.256 3.340 -0.242 0.0 0.0 0.0
C 3.849 4.625 0.092 0.0 0.0 0.0
C 2.497 4.920 0.202 0.0 0.0 0.0
C 1.551 3.935 -0.038 0.0 0.0 0.0
C 1.637 -3.005 -0.197 0.0 0.0 0.1
C 2.333 -2.945 1.014 0.0 0.0 -0.1
C 3.122 -4.009 1.414 0.0 0.0 0.0
C 3.226 -5.138 0.607 0.0 0.0 0.0
C 2.538 -5.201 -0.595 0.0 0.0 0.0
C 1.739 -4.138 -0.997 -0.1 0.0 0.0
C 0.006 -1.809 -2.296 -0.1 0.1 -0.1
C 0.923 -1.832 -3.348 0.0 0.0 0.0
C 0.475 -1.992 -4.649 0.0 0.0 0.0
C -0.885 -2.133 -4.903 0.0 0.0 0.0
C -1.800 -2.097 -3.861 0.0 0.0 0.0
C -1.357 -1.925 -2.557 0.0 0.0 0.0
H -1.512 -4.175 3.256 0.1 0.0 0.0
H 0.069 -4.094 2.465 0.0 0.0 0.0
H -0.593 -2.667 3.286 0.0 0.0 0.0
H -2.545 -5.068 0.193 0.1 0.0 0.0
H -1.885 -4.102 -1.127 0.0 -0.1 0.1
H -0.797 -4.990 -0.048 0.0 0.0 0.0
H -3.994 -3.044 1.897 0.0 0.0 0.0
H -3.263 -1.451 2.116 0.0 0.0 0.0
H -3.832 -1.957 0.512 0.0 0.0 0.0
H -1.189 4.692 -0.860 -0.1 0.0 0.0
H -2.148 3.667 -1.926 0.0 0.0 0.0
H -2.940 4.644 -0.686 0.0 0.0 0.0
H -1.117 3.930 2.252 0.0 0.0 0.0
H -2.884 3.829 2.321 0.0 0.0 0.0
H -1.901 2.427 2.754 0.0 0.0 0.1
H -3.584 1.146 -0.888 0.0 0.0 0.0
H -3.511 0.767 0.840 0.0 0.0 0.0
H -4.435 2.162 0.278 0.0 -0.1 0.0
H -1.696 1.198 -2.351 0.0 0.0 0.0
H -2.092 1.422 -4.776 0.0 0.0 0.0
H -0.189 1.778 -6.311 0.0 0.0 0.0
H 2.115 1.909 -5.419 0.0 0.0 0.0
H 2.512 1.727 -3.000 0.0 0.0 0.0
H 3.625 1.337 -0.695 0.0 0.0 0.0
H 5.310 3.103 -0.302 0.0 0.0 0.0
H 4.588 5.394 0.279 0.0 0.0 0.0
H 2.180 5.915 0.487 0.0 0.0 0.0
H 0.503 4.165 0.086 0.0 0.0 0.0
H 2.266 -2.061 1.635 0.0 0.0 0.0
H 3.660 -3.959 2.351 0.0 0.0 0.0
H 3.846 -5.968 0.919 0.0 0.0 0.0
H 2.618 -6.080 -1.221 0.0 0.0 0.0
H 1.188 -4.208 -1.925 0.0 0.0 0.0
H 1.983 -1.720 -3.149 0.0 0.0 0.0
H 1.185 -2.009 -5.466 0.0 0.0 0.0
H -1.230 -2.268 -5.920 0.0 0.0 0.0
H -2.859 -2.197 -4.063 0.0 0.0 0.0
H -2.068 -1.883 -1.742 0.0 0.0 0.0
Cl 1.887 2.100 2.852 0.1 0.0 0.1
C 0.869 1.662 4.181 0.0 0.0 -0.1
C 1.040 2.263 5.410 0.0 0.0 0.1
C 0.178 1.937 6.446 0.0 0.0 0.1
C -0.852 1.033 6.248 -0.1 0.0 0.0
C -1.014 0.437 5.010 -0.2 -0.1 0.2
Cl -2.337 -0.657 4.762 0.1 0.1 0.0
C -0.146 0.723 3.959 0.1 -0.3 -0.7
N -0.285 0.134 2.701 -0.2 0.7 1.5
H 1.833 2.984 5.552 0.0 0.0 0.0
H 0.305 2.399 7.415 0.0 0.0 0.0
H -1.540 0.791 7.047 0.0 0.0 0.0
```
Forces are in eV/Å.

Lowest unoccupied orbital energy = -3.24 eV
F_max = 1.63 eV Å⁻¹
DFT total energy = -4724.83677 Ha
Kohn-Sham gap = 7.6 eV
Total charge = +1

***

Computed, not measured: a structure of composition C37H41Cl3GeN2NaO2Se2SiTe in a non-equilibrium geometry, with ωB97M-V/def2-TZVPD.

Structure (XYZ):
```
91
Properties=species:S:1:pos:R:3:forces:R:3
Na -0.806 -0.311 0.487 -0.9 1.0 0.8
C -2.844 3.497 -0.633 0.1 0.0 -0.1
Se -1.588 2.153 -1.294 -0.1 0.6 -0.2
C -0.094 3.439 -1.328 0.1 -0.3 -0.1
C 1.001 2.909 -2.245 -0.1 0.0 0.1
Se 1.560 1.136 -1.632 0.1 0.1 -0.2
C 2.051 0.461 -3.394 -0.1 0.1 0.1
H -3.780 3.010 -0.364 0.1 0.0 0.0
H -3.023 4.234 -1.414 -0.1 0.0 0.0
H -2.406 3.974 0.239 0.0 0.0 0.1
H 0.254 3.583 -0.306 0.0 0.0 0.0
H -0.485 4.383 -1.703 0.0 0.1 0.0
H 1.857 3.582 -2.298 0.0 0.1 0.1
H 0.598 2.765 -3.246 0.0 0.1 -0.1
H 2.808 1.097 -3.849 0.1 0.0 0.0
H 1.170 0.407 -4.031 0.0 0.0 0.0
H 2.447 -0.540 -3.241 0.0 0.0 0.0
O -1.363 -2.751 -0.499 0.3 0.3 -0.1
N -0.251 -3.382 0.004 0.2 -0.1 -0.2
N 0.784 -2.512 0.073 -0.1 -0.4 0.2
O 0.675 -1.273 -0.406 1.1 -1.1 -0.6
C 1.992 -2.944 0.585 -0.2 0.0 -0.1
C 3.081 -2.062 0.591 0.2 0.1 0.1
C 4.313 -2.495 1.057 0.0 0.0 0.0
C 4.489 -3.792 1.532 -0.1 0.0 0.0
C 3.393 -4.652 1.558 -0.1 0.0 0.0
C 2.152 -4.250 1.092 0.0 0.1 0.0
H 2.940 -1.050 0.236 0.0 0.0 0.0
H 5.151 -1.807 1.044 -0.1 0.0 0.0
H 5.459 -4.128 1.877 0.0 0.0 0.0
H 3.508 -5.657 1.949 0.0 0.0 0.0
H 1.297 -4.910 1.098 0.0 0.0 0.0
C 0.544 -0.707 6.307 0.0 0.1 -0.1
C 0.087 0.604 6.220 0.1 0.0 -0.2
C 0.157 1.297 5.011 0.0 -0.1 0.0
C 0.661 0.699 3.850 0.0 -0.3 0.1
C 1.106 -0.630 3.965 -0.1 0.1 0.0
C 1.064 -1.323 5.172 0.0 0.1 0.0
Ge 0.779 1.550 2.005 0.3 0.5 0.7
C -0.046 3.343 2.509 -0.1 0.1 -0.1
C 0.623 4.573 2.575 -0.2 0.0 0.0
C -0.057 5.767 2.818 0.0 -0.1 -0.1
C -1.435 5.765 3.005 0.1 -0.1 0.0
C -2.124 4.558 2.954 0.1 -0.1 0.0
C -1.437 3.373 2.703 0.1 0.0 0.0
C 2.729 2.122 2.145 0.2 0.0 -0.1
C 3.285 2.915 1.128 0.0 -0.1 0.2
C 4.616 3.321 1.142 -0.1 0.0 0.1
C 5.454 2.920 2.177 -0.1 0.0 0.0
C 4.940 2.119 3.189 -0.1 0.0 -0.1
C 3.599 1.735 3.174 0.0 0.1 -0.1
H 0.497 -1.242 7.250 0.0 0.0 0.0
H -0.322 1.092 7.099 0.0 0.0 0.0
H -0.192 2.325 4.973 0.0 -0.1 0.0
H 1.502 -1.132 3.083 0.0 0.0 0.1
H 1.433 -2.342 5.228 0.0 0.0 0.0
H 1.699 4.601 2.438 0.0 0.0 0.0
H 0.491 6.703 2.853 0.0 0.0 0.0
H -1.964 6.692 3.194 0.0 0.0 0.0
H -3.200 4.541 3.091 0.0 0.0 0.0
H -1.998 2.443 2.642 0.0 0.1 0.0
H 2.658 3.217 0.293 0.0 0.0 0.0
H 5.004 3.946 0.343 0.0 0.0 0.0
H 6.496 3.222 2.191 0.0 0.0 0.0
H 5.585 1.789 3.997 0.0 0.0 0.0
H 3.224 1.116 3.982 0.0 0.0 0.0
C -4.304 -4.842 -6.799 0.0 0.0 0.1
C -3.666 -4.132 -5.629 0.0 -0.1 0.0
C -3.059 -4.839 -4.599 0.0 0.1 0.0
C -2.427 -4.197 -3.534 0.0 0.0 0.1
C -1.775 -5.017 -2.452 -0.1 0.0 -0.1
C -2.397 -2.795 -3.502 0.0 -0.1 -0.1
Te -1.124 -1.661 -2.216 0.2 -0.5 -0.2
C -3.029 -2.065 -4.522 -0.1 0.1 0.1
C -3.027 -0.552 -4.517 0.1 -0.2 0.0
C -3.654 -2.745 -5.564 0.0 0.1 0.0
H -4.265 -5.925 -6.667 0.0 0.0 0.0
H -3.789 -4.599 -7.732 0.0 0.0 0.0
H -5.351 -4.549 -6.917 0.0 0.0 0.0
H -3.060 -5.926 -4.628 0.0 0.0 0.0
H -1.832 -6.084 -2.680 0.0 0.1 0.0
H -2.251 -4.836 -1.489 0.0 0.0 0.0
H -0.724 -4.739 -2.329 0.0 0.0 0.0
H -3.330 -0.158 -3.542 0.0 0.0 0.0
H -3.706 -0.163 -5.277 0.0 0.0 0.0
H -2.028 -0.152 -4.730 -0.1 0.0 0.0
H -4.141 -2.170 -6.350 0.0 0.0 0.0
Cl -3.226 -0.023 1.067 -0.6 -0.1 0.5
Si -4.423 0.211 -0.775 -0.3 -0.1 -0.1
Cl -6.318 0.760 0.250 0.1 0.0 -0.1
Cl -4.891 -1.886 -1.108 0.0 0.0 0.0
```
Forces are in eV/Å.

Energy relative to the best compared isomer or geometry (same formula, charge and spin) = 0.539 eV
2S+1 = 2
Lowest unoccupied orbital energy (spin up / spin down) = 3.69 / 3.69 eV
F_max = 1.72 eV Å⁻¹
DFT total energy = -10674.74452 Ha
Kohn-Sham gap (spin up / spin down) = 4.8 / 5.7 eV
Total charge = -2